[1]
Formula: C6H11NO5
Source: the OMol25 dataset
Level of theory: the ωB97M-V functional and the def2-TZVPD basis

Geometry (Å):
C 1.50 -0.28 0.01
C 1.00 2.17 -1.02
C -0.42 1.82 -0.60
C -0.62 0.29 -0.66
C 1.92 -1.66 2.06
C -2.09 -0.09 -0.44
N 2.24 -0.89 0.88
O 3.62 -0.85 0.68
O 0.17 -0.37 0.30
O 1.81 2.73 -0.33
O -1.33 2.49 -1.44
O -2.75 0.04 -1.69
H 1.21 1.93 -2.08
H -0.59 2.18 0.42
H -0.34 -0.05 -1.67
H 2.21 -2.70 1.90
H 0.85 -1.59 2.22
H 2.46 -1.26 2.91
H -2.54 0.57 0.31
H -2.13 -1.12 -0.08
H 3.77 -0.21 -0.04
H -1.56 1.92 -2.19
H -3.70 -0.04 -1.55

LUMO ... 0.0218 Ha
Net charge ... 0
Energy relative to the best compared isomer or geometry (same formula, charge and spin) ... 79.6 kJ/mol
Total energy ... -18123.79322 eV

natural (NBO) charges in e:
1 C 0.240
2 C 0.441
3 C -0.031
4 C 0.069
5 C -0.443
6 C -0.075
7 N -0.126
8 O -0.544
9 O -0.535
10 O -0.525
11 O -0.697
12 O -0.731
13 H 0.105
14 H 0.191
15 H 0.190
16 H 0.214
17 H 0.233
18 H 0.220
19 H 0.173
20 H 0.177
21 H 0.492
22 H 0.485
23 H 0.481



[2]
Formula: C6H11NO9SZn
Source: the OMol25 dataset
Level of theory: the ωB97M-V functional and the def2-TZVPD basis

Geometry (Å):
Zn -0.53 0.80 0.85
C 3.04 -1.04 0.59
C 1.69 -0.38 0.74
O 1.02 -0.09 -0.29
O 1.26 -0.16 1.89
H 2.93 -2.10 0.83
H 3.74 -0.56 1.26
H 3.35 -1.02 -0.46
C -0.55 4.44 2.44
C -0.42 3.04 1.87
O -0.80 2.05 2.55
O 0.03 2.90 0.70
H -0.71 5.12 1.60
H 0.36 4.73 2.96
H -1.40 4.50 3.11
S -2.92 -0.18 0.28
O -3.38 -1.05 -0.81
O -2.26 1.07 -0.28
O -4.00 0.15 1.21
O -1.75 -0.79 1.03
O -1.07 -3.64 -3.05
C -0.38 -2.72 -2.60
N -0.85 -1.61 -2.03
C 1.12 -2.78 -2.70
H -1.85 -1.41 -1.94
H -0.20 -0.97 -1.59
H 1.60 -2.58 -1.74
H 1.47 -1.98 -3.37
H 1.46 -3.74 -3.07

LUMO ... 0.1856 Ha
Net charge ... -2
Energy relative to the best compared isomer or geometry (same formula, charge and spin) ... 0.0 kJ/mol
Total energy ... -85577.45350 eV

natural (NBO) charges in e:
1 Zn 1.708
2 C -0.721
3 C 0.766
4 O -0.843
5 O -0.745
6 H 0.219
7 H 0.214
8 H 0.207
9 C -0.716
10 C 0.758
11 O -0.774
12 O -0.800
13 H 0.212
14 H 0.206
15 H 0.213
16 S 2.560
17 O -1.063
18 O -1.158
19 O -1.045
20 O -1.159
21 O -0.695
22 C 0.659
23 N -0.810
24 C -0.709
25 H 0.452
26 H 0.426
27 H 0.223
28 H 0.212
29 H 0.205



[3]
Formula: C6H11NOS
Source: the OMol25 dataset
Level of theory: the ωB97M-V functional and the def2-TZVPD basis

Geometry (Å):
C -1.36 -2.18 0.53
C -2.16 0.63 -0.05
C 0.86 1.81 -0.01
C 1.94 -0.28 -0.61
C -0.55 -0.29 -0.55
C 0.75 0.32 0.11
N -0.66 -1.66 -0.31
O 0.70 0.10 1.47
S -3.54 0.35 -0.70
H -1.29 -3.23 0.68
H -1.99 -1.59 1.28
H -2.04 1.52 0.58
H 0.12 2.23 0.58
H 1.74 2.21 0.40
H 0.71 2.16 -1.07
H 2.96 0.28 -0.36
H 2.05 -1.30 -0.24
H 1.77 -0.20 -1.76
H -0.49 -0.03 -1.67
H 0.49 -0.85 1.69

LUMO ... -0.0024 Ha
Net charge ... 0
Energy relative to the best compared isomer or geometry (same formula, charge and spin) ... 343.7 kJ/mol
Total energy ... -20769.78637 eV

natural (NBO) charges in e:
1 C -0.020
2 C -0.368
3 C -0.609
4 C -0.628
5 C -0.052
6 C 0.211
7 N -0.431
8 O -0.720
9 S 0.119
10 H 0.174
11 H 0.144
12 H 0.185
13 H 0.212
14 H 0.224
15 H 0.209
16 H 0.217
17 H 0.220
18 H 0.221
19 H 0.219
20 H 0.473



[4]
Formula: C6H11NS
Source: the OMol25 dataset
Level of theory: the ωB97M-V functional and the def2-TZVPD basis

Geometry (Å):
C -0.85 -1.71 1.56
C 0.49 -0.73 -0.24
C 0.24 0.73 0.01
C -0.23 -1.19 -1.58
C 1.14 1.19 1.21
C -0.54 1.57 -0.87
N 0.03 -1.76 0.71
S -1.76 -0.22 1.92
H -1.14 -2.50 2.27
H 1.56 -0.76 -0.30
H -1.28 -0.84 -1.54
H -0.22 -2.21 -1.63
H 0.36 -0.58 -2.39
H 0.88 0.84 2.22
H 1.33 2.24 1.16
H 2.14 0.64 0.92
H -1.25 0.94 -1.46
H 0.23 2.00 -1.55
H -1.12 2.35 -0.40

LUMO (alpha / beta) ... -0.0265 / -0.0556 Ha
Net charge ... 0
Energy relative to the best compared isomer or geometry (same formula, charge and spin) ... 340.4 kJ/mol
Total energy ... -18721.96609 eV

natural (NBO) charges in e:
1 C -0.012
2 C -0.186
3 C 0.397
4 C -0.584
5 C -0.692
6 C -0.739
7 N -0.473
8 S -0.218
9 H 0.209
10 H 0.210
11 H 0.207
12 H 0.230
13 H 0.194
14 H 0.280
15 H 0.218
16 H 0.209
17 H 0.251
18 H 0.243
19 H 0.257